Model a:
A 2-piece molecular cluster, C2H5O2 overall, computed with wB97M-V/def2-TZVPD.

Properties
Frontier orbital gap = 3.8 eV

ORCA input file:
```
! wB97M-V def2-TZVPD RIJCOSX def2/J DEFGRID3
* xyz -1 1
O 0.857 -1.361 -4.714
H 0.828 -0.598 -5.239
C -0.378 -0.174 1.946
C -0.492 1.103 2.719
O 0.340 2.082 2.678
H -1.054 -0.474 1.058
H -0.129 -1.084 2.482
H -1.536 1.353 3.107
H 1.564 -0.847 -4.037
*
```

Results of the Mulliken charge analysis, in e, for atoms 1 through 5: atom 1 (O): -0.6469, atom 2 (H): 0.2923, atom 3 (C): -0.4134, atom 4 (C): -0.1588, atom 5 (O): -0.7075

---

Model b:
A 2-piece molecular cluster, C2H5O2 overall, computed with wB97M-V/def2-TZVPD.

Properties
Frontier orbital gap = 6.9 eV

ORCA input file:
```
! wB97M-V def2-TZVPD RIJCOSX def2/J DEFGRID3
* xyz -1 1
O -0.381 -2.164 -1.497
H -1.110 -1.547 -1.583
O 0.542 -0.825 0.513
C -0.095 0.281 0.522
C 0.555 1.529 0.808
H -1.263 0.206 0.305
H 1.288 1.577 1.689
H 0.261 2.406 0.268
H 0.203 -1.462 -1.026
*
```

Results of the Mulliken charge analysis, in e, for atoms 1 through 5: atom 1 (O): -0.7132, atom 2 (H): 0.2811, atom 3 (O): -0.7731, atom 4 (C): -0.0995, atom 5 (C): -0.7460

---

Model c:
A 2-piece molecular cluster, C2H5O2 overall, computed with wB97M-V/def2-TZVPD.

Properties
Frontier orbital gap = 5.9 eV

ORCA input file:
```
! wB97M-V def2-TZVPD RIJCOSX def2/J DEFGRID3
* xyz -1 1
O 1.114 -2.474 -1.360
H 1.373 -2.686 -2.242
C -1.082 0.176 0.098
C -0.111 1.070 0.226
O 0.050 1.794 1.517
H -0.979 -0.857 -0.364
H -1.998 0.267 0.856
H 0.736 1.233 -0.465
H 0.896 1.476 1.734
*
```

Results of the Mulliken charge analysis, in e, for atoms 1 through 5: atom 1 (O): -1.1070, atom 2 (H): 0.1293, atom 3 (C): -0.4217, atom 4 (C): -0.1861, atom 5 (O): -0.5406

---

Model d:
C2H5O2 as an isolated structure, computed with wB97M-V/def2-TZVPD.

Properties
Frontier orbital gap = 6.4 eV

ORCA input file:
```
! wB97M-V def2-TZVPD RIJCOSX def2/J DEFGRID3
* xyz -1 1
O -0.612 1.367 -1.930
H -1.073 1.920 -1.284
C 0.681 -0.323 -0.393
C 0.002 -0.395 0.708
O 0.407 -1.076 1.918
H 0.283 0.709 -1.389
H 1.603 -0.665 -0.829
H -0.976 0.060 0.919
H -0.316 -1.596 2.280
*
```

Results of the Mulliken charge analysis, in e, for atoms 1 through 5: atom 1 (O): -0.9601, atom 2 (H): 0.2478, atom 3 (C): -0.7754, atom 4 (C): -0.0991, atom 5 (O): -0.5233

---

Most stable = model b

---

Model a:
A 2-piece molecular cluster, C3H11N5 overall, computed with wB97M-V/def2-TZVPD.

Properties
Frontier orbital gap (spin up / spin down) = 4.6 / 5.5 eV

ORCA input file:
```
! wB97M-V def2-TZVPD RIJCOSX def2/J DEFGRID3
* xyz 2 1
C 0.260 0.450 0.147
C 0.916 1.801 -0.185
C 2.391 -0.800 -0.084
N -1.036 0.428 0.164
N 0.940 -0.706 0.036
N -4.125 -0.881 -0.389
N 0.262 -1.880 0.008
N -2.099 0.595 0.278
H 0.254 2.661 -0.014
H 1.098 1.909 -1.311
H 1.757 1.869 0.506
H 2.609 -0.417 -1.149
H 2.776 -0.055 0.601
H 2.816 -1.768 0.174
H -3.528 -0.645 0.402
H -3.620 -1.495 -0.892
H 0.785 -2.731 -0.318
H -0.629 -1.980 0.283
H -5.300 -1.204 -0.056
*
```

Results of the Mulliken charge analysis, in e, for atoms 1 through 5: atom 1 (C): 0.7471, atom 2 (C): -1.2019, atom 3 (C): -0.6996, atom 4 (N): 0.8606, atom 5 (N): 0.5555

---

Model b:
A 2-piece molecular cluster, C3H11N5 overall, computed with wB97M-V/def2-TZVPD.

Properties
Frontier orbital gap (spin up / spin down) = 7.3 / 7.3 eV

ORCA input file:
```
! wB97M-V def2-TZVPD RIJCOSX def2/J DEFGRID3
* xyz 2 1
C -4.547 1.604 0.027
C -3.851 1.138 -1.116
C -5.439 -0.125 1.428
N -4.823 0.900 1.058
N -3.272 -0.819 -0.060
N -2.758 -2.035 -0.247
N -3.383 -0.135 -1.146
N 11.297 0.360 0.360
H -4.969 2.673 -0.010
H -4.042 1.603 -2.084
H -6.272 -0.580 0.896
H -5.138 -0.607 2.455
H -2.473 -2.615 0.466
H -2.466 -2.225 -1.311
H -3.099 -0.537 -2.072
H 11.762 -0.032 1.173
H 11.365 -0.331 -0.417
H 11.741 1.259 0.070
H 10.369 0.503 0.533
*
```

Results of the Mulliken charge analysis, in e, for atoms 1 through 5: atom 1 (C): 0.0166, atom 2 (C): -0.3844, atom 3 (C): -0.2056, atom 4 (N): -0.1896, atom 5 (N): 0.0660

---

Most stable = model b

---

Model a:
A 3-piece molecular cluster, C2H10O2S overall, computed with wB97M-V/def2-TZVPD.

Properties
Structure (SMILES) = CSC.O.O
Frontier orbital gap = 8.8 eV

ORCA input file:
```
! wB97M-V def2-TZVPD RIJCOSX def2/J DEFGRID3
* xyz 0 1
C -0.356 -1.907 0.878
S -0.080 -0.150 1.402
C -1.250 1.082 0.787
H -0.335 -1.923 -0.197
H -1.366 -2.243 1.119
H 0.327 -2.574 1.403
H -2.235 0.867 1.268
H -0.969 2.064 1.159
H -1.770 1.048 -0.174
H 1.203 -0.717 -1.597
H 0.497 -1.218 -2.794
O 1.122 -0.536 -2.539
H 2.284 2.563 0.065
H 1.422 1.683 -0.853
O 1.506 1.961 0.075
*
```

Results of the Mulliken charge analysis, in e, for atoms 1 through 5: atom 1 (C): -0.7209, atom 2 (S): -0.0512, atom 3 (C): -0.9335, atom 4 (H): 0.1244, atom 5 (H): 0.2972

---

Model b:
A 3-piece molecular cluster, C2H10O2S overall, computed with wB97M-V/def2-TZVPD.

Properties
Structure (SMILES) = CCS.O.O
Frontier orbital gap = 10.2 eV

ORCA input file:
```
! wB97M-V def2-TZVPD RIJCOSX def2/J DEFGRID3
* xyz 0 1
C 0.996 -1.694 -1.050
C 1.801 -0.775 -0.083
S 0.646 -0.080 1.171
H 0.386 -1.101 -1.725
H 0.344 -2.355 -0.476
H 1.694 -2.367 -1.550
H 2.529 -1.410 0.417
H 2.433 -0.153 -0.716
H 0.763 -1.139 1.981
H -0.712 3.119 0.547
H -0.525 2.139 1.648
O -1.032 2.918 1.422
H -3.268 0.274 -0.897
H -2.780 1.386 0.054
O -3.275 1.237 -0.743
*
```

Results of the Mulliken charge analysis, in e, for atoms 1 through 5: atom 1 (C): -0.9472, atom 2 (C): -0.4706, atom 3 (S): -0.2253, atom 4 (H): 0.2840, atom 5 (H): 0.3068

---

Most stable = model b

---

Model a:
The molecule CH5NOS, computed with wB97M-V/def2-TZVPD.

Properties
Structure (SMILES) = OCNS
Frontier orbital gap = 10.3 eV

ORCA input file:
```
! wB97M-V def2-TZVPD RIJCOSX def2/J DEFGRID3
* xyz 0 1
C 0.657 0.039 -0.302
N -0.605 -0.513 0.350
O 1.594 1.049 0.189
S -1.995 0.475 0.222
H 0.306 0.371 -1.285
H -2.566 -0.261 -0.749
H 1.299 -0.837 -0.420
H -0.441 -0.756 1.322
H 1.116 1.879 0.326
*
```

Results of the Mulliken charge analysis, in e, for atoms 1 through 5: atom 1 (C): -0.3285, atom 2 (N): -0.3378, atom 3 (O): -0.4925, atom 4 (S): -0.1553, atom 5 (H): 0.3310

---

Model b:
A 2-piece molecular cluster, CH5NOS overall, computed with wB97M-V/def2-TZVPD.

Properties
Frontier orbital gap = 9.8 eV

ORCA input file:
```
! wB97M-V def2-TZVPD RIJCOSX def2/J DEFGRID3
* xyz 0 1
C -1.106 1.818 -0.742
N 1.568 -1.823 0.686
O -2.433 0.637 0.894
S -1.085 0.709 0.380
H -1.981 2.439 -1.139
H -0.141 2.025 -1.247
H 1.274 -2.794 0.410
H 1.267 -1.152 0.067
H 2.637 -1.859 0.688
*
```

Results of the Mulliken charge analysis, in e, for atoms 1 through 5: atom 1 (C): -0.3789, atom 2 (N): -0.6303, atom 3 (O): -0.5286, atom 4 (S): 0.3841, atom 5 (H): 0.2491

---

Model c:
A 2-piece molecular cluster, CH5NOS overall, computed with wB97M-V/def2-TZVPD.

Properties
Structure (SMILES) = [NH3+][S-].C=O
Frontier orbital gap = 7.2 eV

ORCA input file:
```
! wB97M-V def2-TZVPD RIJCOSX def2/J DEFGRID3
* xyz 0 1
C -0.243 0.730 -1.773
N 0.066 -0.805 1.410
O 0.655 0.560 -0.937
S -1.726 -0.990 1.534
H -0.169 1.365 -2.671
H -1.100 0.219 -1.497
H 0.270 -1.810 1.383
H 0.378 -0.289 0.414
H 0.444 -0.314 2.219
*
```

Results of the Mulliken charge analysis, in e, for atoms 1 through 5: atom 1 (C): 0.0056, atom 2 (N): -0.5208, atom 3 (O): -0.5329, atom 4 (S): -0.4975, atom 5 (H): 0.2593

---

Most stable = model a

---

Model a:
A 2-piece molecular cluster, C2H2BrFO overall, computed with wB97M-V/def2-TZVPD.

Properties
Frontier orbital gap (spin up / spin down) = 8.9 / 8.4 eV

ORCA input file:
```
! wB97M-V def2-TZVPD RIJCOSX def2/J DEFGRID3
* xyz 0 1
C -0.695 0.988 -0.352
C 0.370 1.186 0.629
O -1.857 1.077 -0.017
F 0.038 1.569 1.833
Br 2.332 1.361 0.422
H -0.443 0.911 -1.312
H 0.312 -0.910 0.339
*
```

Results of the Mulliken charge analysis, in e, for atoms 1 through 5: atom 1 (C): -0.0092, atom 2 (C): 0.0937, atom 3 (O): -0.4756, atom 4 (F): -0.1576, atom 5 (Br): -0.0653

---

Model b:
A 2-piece molecular cluster, C2H2BrFO overall, computed with wB97M-V/def2-TZVPD.

Properties
Frontier orbital gap (spin up / spin down) = 8.3 / 8.9 eV

ORCA input file:
```
! wB97M-V def2-TZVPD RIJCOSX def2/J DEFGRID3
* xyz 0 1
C -0.795 0.666 -0.519
C 0.620 1.109 -0.741
O -1.613 1.305 0.070
F 1.223 2.206 -0.401
Br 1.780 0.251 -1.966
H -1.062 -0.319 -1.158
H 0.622 -0.115 0.991
*
```

Results of the Mulliken charge analysis, in e, for atoms 1 through 5: atom 1 (C): 0.0704, atom 2 (C): 0.2344, atom 3 (O): -0.4428, atom 4 (F): -0.1634, atom 5 (Br): -0.0663

---

Most stable = model b

---

Model a:
A 2-piece molecular cluster, C3H11N3O overall, computed with wB97M-V/def2-TZVPD.

Properties
Structure (SMILES) = N/C=C/N.NCO
Frontier orbital gap = 9.4 eV

ORCA input file:
```
! wB97M-V def2-TZVPD RIJCOSX def2/J DEFGRID3
* xyz 0 1
N -0.586 -0.448 2.019
C -1.013 0.901 2.119
O -0.190 1.748 1.319
H -0.755 -0.848 1.048
H 0.397 -0.681 2.313
H -2.096 1.004 1.821
H -1.011 1.196 3.176
H -0.399 2.654 1.541
C 0.610 0.068 -1.321
C 0.359 -1.212 -1.634
N 0.433 -2.313 -0.707
N 0.532 1.124 -2.306
H 0.895 0.465 -0.359
H 0.141 -1.431 -2.713
H 1.385 -2.427 -0.372
H 0.245 -3.168 -1.224
H 1.352 1.663 -2.520
H -0.300 1.706 -2.201
*
```

Results of the Mulliken charge analysis, in e, for atoms 1 through 5: atom 1 (N): -0.5712, atom 2 (C): -0.3046, atom 3 (O): -0.4740, atom 4 (H): 0.2170, atom 5 (H): 0.2766

---

Model b:
A 2-piece molecular cluster, C3H11N3O overall, computed with wB97M-V/def2-TZVPD.

Properties
Structure (SMILES) = CNC(N)=O.CN
Frontier orbital gap = 8.7 eV

ORCA input file:
```
! wB97M-V def2-TZVPD RIJCOSX def2/J DEFGRID3
* xyz 0 1
C 0.147 -1.575 -1.329
N 0.031 -0.138 -1.458
C -0.955 0.603 -0.641
N -1.230 1.866 -1.152
O -1.635 0.035 0.192
H 0.246 0.229 -2.373
H -2.103 2.276 -0.863
H -0.688 2.225 -1.921
H 1.189 -1.870 -1.475
H -0.504 -2.115 -2.020
H -0.123 -1.849 -0.310
C 0.879 -0.367 2.287
N 0.816 0.748 1.347
H 0.428 1.563 1.811
H 0.800 0.372 0.333
H -0.074 -0.599 2.778
H 1.169 -1.256 1.727
H 1.607 -0.149 3.068
*
```

Results of the Mulliken charge analysis, in e, for atoms 1 through 5: atom 1 (C): -0.7769, atom 2 (N): -0.3857, atom 3 (C): 0.6219, atom 4 (N): -0.4429, atom 5 (O): -0.5639

---

Model c:
The molecule C3H11N3O, computed with wB97M-V/def2-TZVPD.

Properties
Structure (SMILES) = CN[C@H](N)NCO
Frontier orbital gap = 7.7 eV

ORCA input file:
```
! wB97M-V def2-TZVPD RIJCOSX def2/J DEFGRID3
* xyz 0 1
C -0.244 -0.801 -0.315
C -2.249 0.277 0.468
C 2.508 0.111 0.416
N -0.578 0.079 0.685
N 1.482 -0.901 0.238
N 0.000 -0.307 -1.584
O -2.353 1.354 -0.406
H -2.905 1.996 0.082
H 0.057 0.825 0.926
H 1.656 -1.774 0.728
H -0.799 -1.740 -0.293
H 0.267 -0.909 -2.353
H 0.220 0.702 -1.553
H -2.822 -0.572 0.095
H -2.602 0.532 1.469
H 2.336 0.695 1.329
H 2.528 0.788 -0.445
H 3.497 -0.354 0.514
*
```

Results of the Mulliken charge analysis, in e, for atoms 1 through 5: atom 1 (C): -0.4108, atom 2 (C): -0.3916, atom 3 (C): -0.7684, atom 4 (N): -0.2795, atom 5 (N): -0.3601

---

Model d:
A 4-piece molecular cluster, C3H11N3O overall, computed with wB97M-V/def2-TZVPD.

Properties
Frontier orbital gap (spin up / spin down) = 6.2 / 6.1 eV

ORCA input file:
```
! wB97M-V def2-TZVPD RIJCOSX def2/J DEFGRID3
* xyz 0 1
C 1.119 -1.059 1.374
C 0.148 1.380 0.553
C -0.147 -1.858 -0.315
N 0.379 -0.576 0.185
H -1.006 -1.747 -0.980
H 0.401 -1.036 2.207
H 1.896 -0.395 1.753
H 1.625 -2.022 1.469
H 0.974 1.059 1.187
H 0.129 2.227 1.265
H -0.330 2.223 0.045
H -0.513 -2.589 0.411
H 0.609 -2.414 -0.881
O -0.274 0.640 -2.188
N -1.317 1.182 -1.662
N -1.763 2.268 -2.081
H 0.188 -0.056 -1.081
H -2.118 2.773 -1.261
*
```

Results of the Mulliken charge analysis, in e, for atoms 1 through 5: atom 1 (C): -1.1313, atom 2 (C): -0.3195, atom 3 (C): -1.0832, atom 4 (N): -0.3017, atom 5 (H): 0.3046

---

Most stable = model b

---

Model a:
The molecule C3H11N3O, computed with wB97M-V/def2-TZVPD.

Properties
Structure (SMILES) = C[C@@H](O)[C@@H](N)NN
Frontier orbital gap = 10.1 eV

ORCA input file:
```
! wB97M-V def2-TZVPD RIJCOSX def2/J DEFGRID3
* xyz 0 1
C 0.632 0.099 -0.881
C 1.618 -1.059 -0.987
O -0.253 0.137 -1.986
H 0.269 0.098 -2.794
H 1.181 1.052 -0.817
H -1.438 1.353 -0.508
H 2.193 -1.128 -0.069
H 1.076 -1.990 -1.133
H 2.295 -0.907 -1.826
N -2.346 0.876 1.178
N 0.625 -0.080 1.547
C -0.233 -0.029 0.381
N -1.160 1.102 0.437
H -2.111 0.876 2.168
H -2.768 -0.031 0.953
H 1.134 0.795 1.621
H 0.064 -0.173 2.387
H -0.779 -0.991 0.331
*
```

Results of the Mulliken charge analysis, in e, for atoms 1 through 5: atom 1 (C): 0.1586, atom 2 (C): -1.3631, atom 3 (O): -0.5555, atom 4 (H): 0.3206, atom 5 (H): 0.2691

---

Model b:
A 2-piece molecular cluster, C3H11N3O overall, computed with wB97M-V/def2-TZVPD.

Properties
Structure (SMILES) = [H]/N=C(\N)NCC.O
Frontier orbital gap = 9.3 eV

ORCA input file:
```
! wB97M-V def2-TZVPD RIJCOSX def2/J DEFGRID3
* xyz 0 1
C -0.722 -2.069 1.269
C 0.073 -1.487 0.016
N -0.610 -0.267 -0.442
C -0.052 0.694 -1.414
N 1.226 1.112 -1.116
N -0.825 1.222 -2.345
H -1.821 -2.099 0.998
H -0.246 -2.989 1.583
H -0.584 -1.274 1.952
H 0.171 -2.211 -0.853
H 1.106 -1.252 0.384
H -1.477 0.078 -0.054
H 1.820 0.464 -0.544
H 1.797 1.822 -1.529
H -0.494 2.227 -2.720
H 0.392 1.523 2.321
H 1.360 0.699 3.185
O 0.455 0.714 2.921
*
```

Results of the Mulliken charge analysis, in e, for atoms 1 through 5: atom 1 (C): -1.1214, atom 2 (C): -0.2722, atom 3 (N): -0.1918, atom 4 (C): 0.3402, atom 5 (N): -0.3538

---

Most stable = model a

---

Model a:
A 2-piece molecular cluster, C2H10N2 overall, computed with wB97M-V/def2-TZVPD.

Properties
Structure (SMILES) = CCN.N
Frontier orbital gap = 10.5 eV

ORCA input file:
```
! wB97M-V def2-TZVPD RIJCOSX def2/J DEFGRID3
* xyz 0 1
N 1.350 1.385 6.248
H 1.463 2.386 6.186
H 0.483 1.141 5.785
H 1.311 1.088 7.217
C -1.540 -0.510 -2.723
C -0.160 -1.163 -2.681
N 0.901 -0.177 -2.441
H -1.594 0.190 -3.560
H -2.340 -1.227 -2.914
H -1.678 0.017 -1.779
H -0.170 -1.928 -1.898
H 0.085 -1.667 -3.619
H 0.520 0.754 -2.279
H 1.368 -0.288 -1.541
*
```

Results of the Mulliken charge analysis, in e, for atoms 1 through 5: atom 1 (N): -0.6427, atom 2 (H): 0.2140, atom 3 (H): 0.2136, atom 4 (H): 0.2151, atom 5 (C): -1.1069

---

Model b:
A 2-piece molecular cluster, C2H10N2 overall, computed with wB97M-V/def2-TZVPD.

Properties
Structure (SMILES) = NCN.C
Frontier orbital gap = 10.2 eV

ORCA input file:
```
! wB97M-V def2-TZVPD RIJCOSX def2/J DEFGRID3
* xyz 0 1
C 1.547 0.942 -1.647
H 2.097 1.860 -1.437
H 2.205 0.270 -2.210
H 1.158 0.322 -0.844
H 0.665 1.223 -2.238
N -1.023 0.453 1.643
C -0.767 -0.876 1.158
N -0.789 -0.844 -0.309
H -0.349 1.141 1.337
H -1.044 0.471 2.653
H -1.532 -1.539 1.574
H 0.211 -1.251 1.481
H -1.634 -0.353 -0.570
H -0.746 -1.818 -0.591
*
```

Results of the Mulliken charge analysis, in e, for atoms 1 through 5: atom 1 (C): -0.8766, atom 2 (H): 0.2656, atom 3 (H): 0.2696, atom 4 (H): 0.1126, atom 5 (H): 0.2103

---

Most stable = model a